# 1
A structure of composition C19H15N3Pd at a distorted geometry, computed with the ωB97M-V functional and the def2-TZVPD basis.

Output
Kohn-Sham gap (alpha / beta)	8.30 / 6.14	eV
<S²>	2.009
HOMO (alpha / beta)	-8.2 / -8.3	eV
multiplicity	3
net charge	0

Element x y z (Å)
Pd  0.9075  0.1946  0.4587
C  3.4171  1.9731  -1.2174
C  2.7588  1.8688  0.1312
C  3.0290  0.7740  0.9835
C  2.5210  0.7678  2.2983
C  1.7674  1.8426  2.7630
C  1.5539  2.9492  1.9416
C  2.0493  2.9648  0.6474
H  4.3314  2.5614  -1.1170
H  2.7710  2.4756  -1.9355
H  3.6871  0.9935  -1.6093
H  3.7244  -0.0024  0.6676
H  2.7788  -0.0471  2.9649
H  1.3918  1.8416  3.7763
H  1.0265  3.8118  2.3222
H  1.9220  3.8455  0.0321
C  -2.7801  -2.4930  -2.2403
C  -1.4029  -2.2573  -2.3827
C  -0.8160  -1.2003  -1.7433
C  -1.5818  -0.3422  -0.9185
C  -0.9801  0.7016  -0.1622
C  -1.7507  1.5086  0.6438
C  -3.1366  1.2893  0.7481
C  -3.7324  0.2737  0.0517
C  -2.9792  -0.5715  -0.7881
C  -3.5512  -1.6620  -1.4755
H  -3.2252  -3.3416  -2.7379
H  -0.8130  -2.9224  -2.9941
H  0.2613  -1.0053  -1.8415
H  -1.3104  2.3383  1.1935
H  -3.7185  1.9240  1.4007
H  -4.7926  0.0885  0.1486
H  -4.6129  -1.8335  -1.3636
N  1.1333  -1.8302  1.0348
C  0.7586  -2.8213  0.5127
N  0.5783  -3.9293  -0.0123
C  -0.2575  -4.8976  -0.0344
N  -0.9259  -5.8316  -0.1467

=====

# 2
A structure of composition C19H15NS4V at a distorted geometry, computed with the ωB97M-V functional and the def2-TZVPD basis.

Output
Kohn-Sham gap (alpha / beta)	6.27 / 5.59	eV
<S²>	0.796
HOMO (alpha / beta)	-6.7 / -6.0	eV
multiplicity	2
net charge	0

Element x y z (Å)
V  0.2404  -0.0623  0.1294
S  2.3777  0.3982  -0.4970
C  2.7156  -1.3243  -0.5238
C  3.9385  -1.8112  -0.0538
C  4.2068  -3.1677  -0.0286
C  3.2721  -4.0855  -0.4889
C  2.0609  -3.6311  -0.9816
C  1.7801  -2.2715  -0.9776
S  0.2192  -1.6786  -1.6162
C  -1.0475  -2.6381  -0.6905
C  -2.0427  -1.7070  -0.0485
C  -3.3087  -2.1421  0.2993
C  -4.1693  -1.2776  0.9574
C  -3.7471  0.0192  1.2242
C  -2.4832  0.4055  0.8307
C  -1.9557  1.7888  1.0402
S  -0.1914  1.7571  1.5594
C  -0.3726  0.9959  3.1701
C  -0.7824  1.7785  4.2451
C  -0.9359  1.2154  5.4994
C  -0.6636  -0.1382  5.6720
C  -0.2353  -0.9112  4.6090
C  -0.0707  -0.3574  3.3319
S  0.5490  -1.3405  2.0239
N  -1.6307  -0.4520  0.2314
H  4.6645  -1.0952  0.3076
H  5.1576  -3.5145  0.3563
H  3.4866  -5.1458  -0.4740
H  1.3316  -4.3320  -1.3702
H  -0.5076  -3.2028  0.0716
H  -1.5489  -3.3283  -1.3695
H  -3.6059  -3.1582  0.0776
H  -5.1546  -1.6080  1.2568
H  -4.3920  0.7228  1.7321
H  -2.5472  2.3481  1.7621
H  -1.9222  2.3313  0.0921
H  -0.9773  2.8333  4.0872
H  -1.2486  1.8256  6.3365
H  -0.7812  -0.5914  6.6488
H  -0.0116  -1.9619  4.7437

=====

# 3
A structure of composition C19H16AsCl2N4O8SSc at a distorted geometry, computed with the ωB97M-V functional and the def2-TZVPD basis.

Output
Kohn-Sham gap	7.89	eV
HOMO	-8.7	eV
net charge	0

Element x y z (Å)
Sc  -0.1513  1.0245  0.4271
Cl  -6.4320  0.9722  -3.1527
C  -4.8124  1.0655  -2.5632
C  -3.7626  1.1566  -3.4857
C  -2.4760  1.2897  -3.0359
Cl  -1.1827  1.3919  -4.1523
C  -2.1445  1.3747  -1.6519
O  -0.9301  1.5752  -1.2720
C  -3.2458  1.2609  -0.7410
C  -3.0108  1.3849  0.6654
O  -1.9425  1.7537  1.1719
C  -4.5585  1.0829  -1.2153
H  -3.9693  1.1297  -4.5437
H  -3.8638  1.1894  1.3339
H  -5.3615  0.9905  -0.5009
O  -0.1824  -0.9066  4.4446
As  -0.6522  -0.8612  2.6869
O  -2.2434  -0.6719  2.8251
O  0.3064  0.3994  2.1558
C  0.1672  -2.5575  2.1695
C  0.5743  -3.4883  3.1185
C  1.3479  -4.5694  2.7251
C  1.7093  -4.7319  1.3954
C  1.2649  -3.8308  0.4417
C  0.4906  -2.7603  0.8455
S  -0.0218  -1.5404  -0.3350
O  -1.2389  -0.8735  0.1754
O  -0.1553  -2.1473  -1.6237
O  1.0214  -0.4749  -0.2992
H  -0.9619  -0.6010  4.9214
H  0.2999  -3.3398  4.1562
H  1.6941  -5.2741  3.4660
H  2.3403  -5.5556  1.1026
H  1.5140  -3.9274  -0.6039
N  4.9886  -1.7572  -1.4192
C  4.2951  -0.8526  -1.5327
C  3.4177  0.2463  -1.6844
C  2.8358  0.5231  -2.9219
C  1.9699  1.5991  -3.0093
C  1.6677  2.3029  -1.8521
N  2.1755  2.0132  -0.6497
C  3.0658  1.0300  -0.5817
H  3.0656  -0.0878  -3.7833
H  1.5268  1.8836  -3.9518
H  0.9999  3.1556  -1.8864
H  3.5194  0.8460  0.3863
N  1.6828  2.9296  2.4785
N  0.6473  3.1160  1.4456
H  2.5163  2.5936  1.9939
H  1.3637  2.1597  3.0751
H  0.9926  3.8949  0.8731
H  -0.1611  3.4741  1.9685

=====

# 4
A structure of composition C19H16Cl3IMnNO3Si, computed with the ωB97M-V functional and the def2-TZVPD basis.

Output
Kohn-Sham gap (alpha / beta)	6.25 / 6.68	eV
<S²>	8.757
HOMO (alpha / beta)	-3.9 / -4.4	eV
energy above the lowest of the compared OMol25 structures with the same formula, charge and spin	0.0000	eV
multiplicity	6
net charge	-1

Element x y z (Å)
Mn  -0.1365  0.4790  0.0175
Cl  -5.3760  2.0809  -5.0859
C  -4.3691  1.7835  -3.6847
C  -4.9652  1.7320  -2.4118
C  -4.2049  1.4972  -1.3057
Cl  -4.9574  1.4368  0.2526
C  -2.7780  1.2835  -1.3687
O  -2.1121  1.0443  -0.3267
C  -2.2200  1.3657  -2.6855
C  -0.8075  1.2422  -2.9218
O  0.0884  1.0737  -2.0983
C  -3.0265  1.6071  -3.8158
H  -6.0320  1.8780  -2.3079
H  -0.5135  1.3219  -3.9841
H  -2.5629  1.6536  -4.7944
Cl  4.5323  -0.2089  5.1415
C  3.2311  0.3331  4.1007
C  2.0515  0.7312  4.6585
C  0.9918  1.1760  3.8508
I  -0.7971  1.7733  4.7324
C  1.0780  1.2297  2.4625
O  0.1544  1.6425  1.6760
C  2.3421  0.8020  1.8921
N  2.4212  0.8645  0.5384
C  3.5389  0.5136  -0.0400
C  4.6638  0.0507  0.6724
C  4.5980  -0.0309  2.0324
C  3.4131  0.3587  2.6971
H  1.9334  0.7047  5.7332
H  3.5704  0.5816  -1.1223
H  5.5576  -0.2398  0.1367
H  5.4394  -0.3858  2.6121
C  2.0710  -2.3802  -1.0066
Si  0.4749  -2.0735  0.0251
C  -0.7693  -3.2737  -0.7869
C  0.8323  -2.8901  1.7066
H  2.8454  -2.8754  -0.4094
H  2.4959  -1.4607  -1.4057
H  1.8455  -3.0302  -1.8579
H  -0.2875  -4.2221  -1.0537
H  -1.1952  -2.8447  -1.6983
H  -1.6012  -3.4965  -0.1135
H  1.3776  -3.8332  1.5816
H  -0.0987  -3.1038  2.2378
H  1.4323  -2.2381  2.3493

=====

# 5
The molecule C19H16Cl4O5 at a distorted geometry, computed with the ωB97M-V functional and the def2-TZVPD basis.

Output
SMILES string	CCCc1c(Cl)c(O)c(Cl)c2c1Oc1c(Cl)c(O)c(Cl)c(CCC)c1C(=O)O2
Kohn-Sham gap	9.22	eV
HOMO	-9.0	eV
net charge	0

Element x y z (Å)
C  -0.8927  -5.2353  1.9983
C  0.1044  -4.1022  1.7127
C  -0.4876  -2.7047  2.1135
C  0.5360  -1.6331  1.6891
C  1.5400  -1.3119  2.5857
Cl  1.5385  -1.9353  4.2350
C  2.5849  -0.4974  2.1890
O  3.5983  -0.2231  3.0406
C  2.6258  -0.0104  0.8861
Cl  3.9735  1.0179  0.4330
C  1.6014  -0.2827  -0.0083
C  0.4910  -1.0808  0.3988
O  -0.6059  -1.2794  -0.3670
C  -1.1855  -0.1099  -0.8191
C  -2.4830  0.2221  -0.4527
Cl  -3.3983  -1.0174  0.4016
C  -3.0476  1.4823  -0.7693
O  -4.3016  1.8521  -0.3292
C  -2.3535  2.3446  -1.6076
Cl  -3.0873  3.9542  -1.8974
C  -1.0775  1.9592  -2.0974
C  -0.3323  2.9591  -3.0121
C  0.3289  4.0326  -2.1344
C  1.5349  3.4784  -1.3667
C  -0.5013  0.7233  -1.6798
C  0.7941  0.2329  -2.1877
O  0.8513  0.1053  -3.4096
O  1.8280  0.1270  -1.3175
H  -0.5856  -6.1586  1.4700
H  -1.8556  -4.9040  1.6210
H  -0.9953  -5.4838  3.0713
H  0.3612  -4.0946  0.6703
H  1.0068  -4.3039  2.2801
H  -1.4428  -2.5476  1.5952
H  -0.7048  -2.6171  3.1465
H  3.4907  -0.7490  3.8602
H  -4.6686  2.5611  -0.8623
H  0.4448  2.4277  -3.6462
H  -1.0309  3.4284  -3.7213
H  -0.4018  4.4729  -1.4509
H  0.6153  4.8405  -2.8096
H  1.2243  2.6517  -0.7689
H  2.4250  3.1658  -1.9977
H  1.9401  4.2430  -0.6852

=====

# 6
The molecule C19H16F3N3O5S at a distorted geometry, computed with the ωB97M-V functional and the def2-TZVPD basis.

Output
SMILES string	Cc1noc(C)c1S(=O)(=O)Nc1ccc(C(=O)Nc2ccc(OC(F)(F)F)cc2)cc1
Kohn-Sham gap	9.25	eV
HOMO	-8.9	eV
net charge	0

Element x y z (Å)
C  1.1805  3.0409  1.8233
C  -0.0211  2.4324  1.2105
N  -0.8656  1.6854  1.8653
O  -1.8416  1.3062  0.9985
C  -1.5998  1.8221  -0.2102
C  -2.5352  1.5538  -1.3199
C  -0.4407  2.5531  -0.1436
S  0.3853  3.4681  -1.4052
O  0.5923  4.8151  -0.9743
O  -0.2705  3.2247  -2.6510
N  1.9197  2.7895  -1.4143
C  2.1274  1.4264  -1.2977
C  1.1579  0.5424  -1.7699
C  1.3196  -0.8160  -1.5977
C  2.4601  -1.3205  -0.9765
C  2.6595  -2.7878  -0.8305
O  3.6867  -3.3553  -1.1308
N  1.5682  -3.4956  -0.3941
C  0.4323  -3.0065  0.2534
C  0.5191  -1.9583  1.1706
C  -0.6143  -1.4793  1.7930
C  -1.8465  -2.0473  1.5040
O  -2.9545  -1.4977  2.1793
C  -4.1059  -1.4264  1.5524
F  -4.9045  -0.5691  2.1754
F  -4.7825  -2.5934  1.4936
F  -4.0116  -1.0168  0.2717
C  -1.9494  -3.1142  0.6273
C  -0.8067  -3.5924  0.0103
C  3.4589  -0.4405  -0.5736
C  3.2879  0.9222  -0.7113
H  1.3105  4.0497  1.4365
H  1.0700  3.0639  2.9036
H  2.0623  2.4503  1.5751
H  -2.6290  0.4805  -1.4775
H  -3.5245  1.9331  -1.0687
H  -2.1718  2.0406  -2.2204
H  2.6288  3.3972  -1.0368
H  0.2988  0.9362  -2.2865
H  0.5638  -1.4910  -1.9696
H  1.6349  -4.4987  -0.5140
H  1.4794  -1.5246  1.3989
H  -0.5661  -0.6682  2.5008
H  -2.9000  -3.5777  0.4159
H  -0.8803  -4.4239  -0.6741
H  4.3616  -0.8366  -0.1338
H  4.0569  1.6039  -0.3778

=====

# 7
The molecule C19H16F4N2O4 at a distorted geometry, computed with the ωB97M-V functional and the def2-TZVPD basis.

Output
SMILES string	O=C(N/N=C/c1ccc2c(c1)OCO2)c1ccc(COCC(F)(F)C(F)F)cc1
Kohn-Sham gap	8.32	eV
HOMO	-8.0	eV
energy above the lowest of the compared OMol25 structures with the same formula, charge and spin	0.0000	eV
net charge	0

Element x y z (Å)
O  0.6633  5.1629  -0.9994
C  0.3336  4.0591  -0.6221
N  -0.9795  3.6666  -0.7033
N  -1.3794  2.4213  -0.4339
C  -2.5972  2.0809  -0.5797
C  -3.0252  0.7307  -0.2872
C  -2.0982  -0.2293  0.1230
C  -2.4729  -1.5337  0.4105
C  -3.8065  -1.8475  0.2758
C  -4.7433  -0.8941  -0.1344
C  -4.3831  0.3958  -0.4224
O  -5.9839  -1.4712  -0.1829
C  -5.8018  -2.8158  0.2059
O  -4.4372  -3.0386  0.4928
C  1.2686  3.0422  -0.0738
C  2.4867  2.8445  -0.7149
C  3.3661  1.8799  -0.2592
C  3.0555  1.1256  0.8642
C  3.9827  0.0463  1.3610
O  3.3039  -1.1649  1.6796
C  2.5754  -1.7435  0.6442
C  3.4405  -2.3689  -0.4660
F  3.9741  -1.4221  -1.2882
F  4.5006  -3.0420  0.0397
C  2.6346  -3.3377  -1.3601
F  1.5927  -2.6843  -1.9109
F  2.1219  -4.3366  -0.6184
C  1.8565  1.3578  1.5304
C  0.9635  2.3021  1.0645
H  -1.6406  4.3551  -1.0763
H  -3.3604  2.7875  -0.9269
H  -1.0667  0.0708  0.2103
H  -1.7578  -2.2757  0.7230
H  -5.1146  1.1211  -0.7383
H  -6.4059  -3.0262  1.1028
H  -6.1203  -3.4831  -0.6108
H  2.7250  3.4392  -1.5835
H  4.2964  1.7082  -0.7800
H  4.7843  -0.1341  0.6352
H  4.4386  0.3440  2.3101
H  1.8986  -1.0269  0.1552
H  1.9948  -2.5477  1.1046
H  3.2553  -3.7658  -2.1612
H  1.6253  0.7778  2.4121
H  0.0363  2.4702  1.5889

=====

# 8
A structure of composition C19H16GaNO4PS2 at a distorted geometry, computed with the ωB97M-V functional and the def2-TZVPD basis.

Output
Kohn-Sham gap	8.99	eV
HOMO	-12.4	eV
energy above the lowest of the compared OMol25 structures with the same formula, charge and spin	0.0374	eV
net charge	+1

Element x y z (Å)
Ga  -0.2948  -2.6735  0.3770
O  0.2640  -2.2783  4.0595
S  0.0965  -1.8118  2.7394
O  -1.2154  -2.1116  2.0783
O  1.1119  -2.3236  1.7392
C  0.1958  -0.0412  2.6799
C  0.2251  0.6855  3.8555
C  0.1716  2.0719  3.8047
C  0.0947  2.7180  2.5795
C  0.0675  1.9834  1.4067
C  0.1063  0.5892  1.4490
P  0.0029  -0.2932  -0.1427
C  1.5552  0.1335  -0.9678
C  2.6952  0.2984  -0.1805
C  3.8938  0.6493  -0.7735
C  3.9582  0.8467  -2.1445
C  2.8386  0.6293  -2.9328
C  1.6395  0.2511  -2.3530
C  -1.4666  0.4237  -0.9141
C  -1.4493  1.3603  -1.9409
C  -2.6479  1.7810  -2.4904
C  -3.8508  1.2879  -2.0122
C  -3.8692  0.3780  -0.9656
C  -2.6789  -0.0598  -0.4204
H  0.2795  0.1530  4.7926
H  0.1714  2.6441  4.7197
H  0.0371  3.7951  2.5365
H  0.0035  2.4894  0.4550
H  2.6371  0.1494  0.8893
H  4.7741  0.7739  -0.1624
H  4.8839  1.1639  -2.5980
H  2.8983  0.7547  -4.0024
H  0.7763  0.0479  -2.9703
H  -0.5169  1.7497  -2.3186
H  -2.6367  2.4883  -3.3043
H  -4.7777  1.6053  -2.4615
H  -4.8016  -0.0111  -0.5885
H  -2.6852  -0.7922  0.3820
O  1.5300  -3.2922  -0.7951
H  2.2578  -3.3657  -0.1622
H  1.7674  -3.7833  -1.5947
S  -1.4422  -4.5218  -0.2599
C  -2.8293  -3.5851  -0.4569
N  -3.7707  -2.9558  -0.6293